Here is a molecular structure, C25H21N6O6SrTe in a non-equilibrium geometry from the OMol25 dataset. Energies are from the ωB97M-V functional and the def2-TZVPD basis.

```
60
Properties=species:S:1:pos:R:3:forces:R:3:nbo_charge:R:1
Sr 0.134 0.437 -0.188 1.12 -0.29 -1.09 1.774
O -2.947 3.047 -2.169 0.07 -0.03 0.13 -0.706
C -2.008 2.321 -1.802 -0.06 -0.11 -0.14 0.593
N -1.291 2.280 -0.688 -0.45 0.92 0.22 -0.781
C -1.450 3.201 0.398 0.06 -0.29 -0.27 0.088
C -2.523 4.089 0.514 0.09 -0.01 0.07 -0.248
C -2.648 4.938 1.615 0.05 -0.11 -0.12 -0.246
C -1.692 4.908 2.613 0.11 -0.08 -0.01 -0.236
C -0.607 4.036 2.522 -0.05 0.00 -0.13 -0.271
C -0.456 3.170 1.434 0.26 -0.22 -0.09 0.216
N 0.601 2.220 1.306 -0.30 0.93 0.44 -0.811
C 1.657 2.179 2.113 0.08 -0.06 0.11 0.602
O 2.008 2.907 3.054 -0.15 -0.05 -0.11 -0.695
C 2.610 0.990 1.840 -0.21 0.27 -0.42 0.161
C 3.355 0.496 2.905 0.08 0.00 0.02 -0.217
C 4.237 -0.541 2.688 0.08 -0.09 0.10 -0.154
C 4.391 -1.044 1.400 0.05 -0.04 0.08 -0.275
C 3.616 -0.503 0.398 -0.29 0.29 0.03 0.026
N 2.723 0.483 0.598 0.11 -0.19 0.30 -0.520
C -1.588 1.249 -2.845 0.42 0.10 0.29 0.168
C -2.407 1.033 -3.946 -0.14 0.00 -0.10 -0.234
C -2.031 0.108 -4.903 -0.11 0.05 -0.08 -0.167
C -0.827 -0.570 -4.761 -0.04 -0.03 -0.07 -0.277
C -0.065 -0.294 -3.644 -0.10 0.22 0.33 0.038
N -0.430 0.582 -2.699 -0.17 -0.02 -0.61 -0.513
H -3.254 4.107 -0.279 0.00 0.00 0.00 0.242
H -3.493 5.616 1.675 0.06 -0.05 -0.01 0.194
H -1.773 5.563 3.475 0.00 -0.03 -0.04 0.194
H 0.148 4.017 3.292 0.00 0.00 0.00 0.244
H 3.210 0.949 3.876 0.01 -0.02 -0.02 0.248
H 4.800 -0.968 3.512 -0.05 0.05 -0.09 0.216
H 5.072 -1.857 1.180 -0.03 0.05 0.04 0.220
H 3.686 -0.887 -0.616 -0.02 0.04 0.00 0.183
H -3.315 1.618 -4.014 0.05 -0.06 -0.01 0.254
H -2.666 -0.078 -5.764 0.04 0.01 0.06 0.211
H -0.484 -1.290 -5.494 -0.04 0.05 0.04 0.213
H 0.884 -0.801 -3.486 -0.03 0.05 0.02 0.176
O 2.652 -4.236 2.958 0.36 -0.46 -0.31 -0.679
C 2.958 -4.570 1.719 -0.48 -0.15 0.18 0.787
O 3.710 -5.480 1.448 0.19 0.10 0.00 -0.625
C 2.289 -3.806 0.621 0.07 0.04 0.41 -0.271
C 2.576 -4.049 -0.691 -0.01 0.02 -0.46 0.015
N 1.855 -3.167 -1.409 0.00 0.14 -0.25 -0.332
N 1.101 -2.347 -0.655 0.40 -0.53 0.33 -0.294
C 1.352 -2.742 0.591 -0.20 0.34 0.12 0.045
C 0.692 -2.003 1.739 -0.33 0.22 -0.18 0.788
O 1.078 -2.276 2.886 -0.25 0.00 -0.03 -0.679
O -0.187 -1.150 1.411 0.37 -1.29 1.21 -0.835
H 1.976 -3.489 2.958 -0.05 0.47 0.16 0.506
H 3.236 -4.780 -1.135 -0.11 0.11 0.05 0.238
H 1.812 -3.084 -2.407 0.01 0.00 -0.09 0.405
C -3.882 -1.932 -1.873 -0.21 0.09 -0.24 -0.913
Te -2.280 -1.809 -0.489 -0.19 -0.42 0.11 0.458
C -3.304 -0.402 0.732 0.07 0.07 0.12 -0.876
H -4.764 -2.324 -1.364 0.05 0.06 -0.15 0.216
H -3.585 -2.613 -2.676 -0.09 0.11 0.11 0.219
H -4.082 -0.942 -2.293 -0.03 -0.19 0.04 0.224
H -3.570 0.460 0.122 -0.02 -0.01 0.07 0.233
H -2.629 -0.094 1.533 -0.05 -0.04 -0.09 0.248
H -4.182 -0.873 1.164 -0.04 0.05 0.00 0.217
```
Positions in Å, forces in eV/Å.

Computed properties:
**DFT total energy**: -55627.3177 eV
**Strongest force on any atom**: 1.8 eV/Å
**E_HOMO**: -4.34 eV
**Total charge**: -1